Record 1
C5H9N | ωB97M-V with the def2-TZVPD basis set

Last column: Mulliken charge in e.
Geometry (Å):
N: -1.651 0.184 -2.047  -0.58
C: -0.472 -0.606 -1.726  -0.50
C: 0.280 0.630 2.540  -0.72
C: 1.169 0.052 1.749  -0.28
C: 1.070 0.117 0.259  -0.14
C: 0.011 -0.441 -0.304  -0.20
H: -1.325 1.073 -2.397  0.21
H: -2.307 -0.165 -2.730  0.21
H: 0.418 -0.307 -2.367  0.24
H: -0.774 -1.652 -1.797  0.29
H: 0.374 0.674 3.617  0.26
H: -0.532 1.348 2.478  0.28
H: 1.939 -0.638 2.038  0.33
H: 1.898 0.780 -0.067  0.31
H: -0.654 -0.903 0.433  0.29

Calculated values
Energy above the lowest of the compared OMol25 structures with the same formula, charge and spin   56.3 kcal/mol
Frontier orbital gap   10.3 eV
SMILES   C=C/C=C/CN
Highest occupied orbital energy   -9.1590 eV



Record 2
C4H10O | ωB97M-V with the def2-TZVPD basis set

Last column: Mulliken charge in e.
Geometry (Å):
C: -0.802 -2.007 -1.866  -0.72
C: -0.859 -1.797 -3.393  -0.77
H: -1.396 -1.243 -1.367  0.24
H: 0.243 -1.945 -1.551  0.24
H: -1.222 -2.983 -1.616  0.25
H: -1.211 -2.692 -3.907  0.25
H: -1.572 -1.024 -3.672  0.26
H: 0.111 -1.538 -3.798  0.26
O: 0.562 3.487 1.835  -0.46
C: 1.132 2.523 2.277  0.15
C: 0.822 1.896 3.606  -0.82
H: 1.936 2.058 1.676  0.32
H: -0.045 2.386 4.030  0.27
H: 1.661 2.055 4.298  0.26
H: 0.640 0.825 3.448  0.27

Calculated values
Energy above the lowest of the compared OMol25 structures with the same formula, charge and spin   19.5 kcal/mol
Frontier orbital gap   10.8 eV
SMILES   CC=O.CC
Highest occupied orbital energy   -9.9369 eV



Record 3
C26H15Cl2ErN6O2S3 | ωB97M-V with the def2-TZVPD basis set

Last column: Mulliken charge in e.
Geometry (Å):
Er: 0.315 -0.703 -1.320  0.87
Cl: 2.539 5.222 -4.350  -0.21
C: 2.407 3.549 -3.919  0.05
C: 1.245 3.120 -3.292  -0.59
C: 1.092 1.792 -2.926  0.07
N: -0.034 1.284 -2.222  -0.09
C: -1.200 1.950 -2.101  0.47
O: -1.511 3.059 -2.507  -0.74
C: -2.284 1.153 -1.367  0.40
C: -3.510 1.752 -1.126  -0.63
C: -4.511 1.006 -0.531  -0.30
C: -4.271 -0.319 -0.197  -0.80
C: -3.020 -0.842 -0.460  0.01
N: -2.044 -0.123 -1.024  -0.25
C: 2.119 0.861 -3.223  0.01
C: 3.279 1.312 -3.834  -0.73
C: 3.423 2.650 -4.181  0.12
Cl: 4.896 3.143 -4.949  -0.22
N: 1.870 -0.485 -2.840  -0.08
C: 2.762 -1.486 -2.998  0.42
O: 3.848 -1.472 -3.557  -0.74
C: 2.304 -2.822 -2.399  0.49
C: 3.202 -3.877 -2.392  -0.61
C: 2.788 -5.090 -1.872  -0.32
C: 1.497 -5.217 -1.377  -0.75
C: 0.671 -4.112 -1.402  -0.04
N: 1.065 -2.934 -1.899  -0.22
H: 0.461 3.829 -3.085  0.62
H: -3.638 2.781 -1.429  0.50
H: -5.477 1.452 -0.331  0.44
H: -5.028 -0.938 0.260  0.41
H: -2.785 -1.867 -0.194  0.44
H: 4.074 0.621 -4.058  0.72
H: 4.188 -3.709 -2.798  0.48
H: 3.464 -5.935 -1.851  0.44
H: 1.134 -6.148 -0.966  0.39
H: -0.335 -4.165 -1.003  0.43
S: 1.642 2.926 4.996  -0.37
C: 1.346 1.723 3.897  0.27
S: 2.500 1.386 2.643  -0.12
C: 1.519 0.102 2.056  0.28
N: 0.425 -0.073 2.711  -0.71
N: 0.314 0.845 3.742  0.57
C: -0.882 0.708 4.523  0.73
C: -1.297 1.697 5.406  -0.47
C: -2.472 1.518 6.126  -0.65
C: -3.236 0.374 5.980  -0.52
C: -2.812 -0.604 5.091  -0.53
C: -1.647 -0.446 4.362  -0.33
S: 1.975 -0.860 0.668  -0.35
H: -0.722 2.597 5.527  0.19
H: -2.782 2.299 6.808  0.36
H: -4.145 0.242 6.550  0.39
H: -3.391 -1.509 4.957  0.36
H: -1.327 -1.212 3.675  0.45

Calculated values
Frontier orbital gap (alpha / beta)   7.0 / 7.0 eV
Multiplicity   4
Expectation value of S²   3.753
Highest occupied orbital energy (alpha / beta)   -7.8346 / -7.8396 eV



no.,strongest force on any atom (hartree/bohr)
1,0.0468
2,0.0128
3,0.0182